1.
This record from the OMol25 dataset describes an isolated molecule of C19H20ClFN4O2S in a non-equilibrium geometry. The level of theory is ωB97M-V with the def2-TZVPD basis set.

Results
- highest occupied orbital energy (Ha) = -0.3367
- energy relative to the best compared isomer or geometry (same formula, charge and spin) (kJ/mol) = 35.7
- SMILES = C=CCN(C(=O)c1csnn1)[C@H](C(=O)NC1CCCC1)c1c(F)cccc1Cl
- E_LUMO (hartree) = 0.0018
- orbital gap (eV) = 9.210

Each line ends with the Mulliken charge.
CARTESIAN COORDINATES (ANGSTROEM)
1 C 1.9419 0.6660 3.7631  -0.844
2 C 0.8500 0.8288 3.0416  -0.197
3 C 0.8437 1.4369 1.6665  -0.624
4 N 0.4123 0.4674 0.6713  0.610
5 C 1.2252 -0.2875 -0.0888  0.322
6 O 0.8030 -1.1737 -0.8190  -0.586
7 C 2.6897 -0.0327 -0.0853  0.074
8 C 3.4715 -0.4192 -1.1575  -0.138
9 S 5.0836 -0.0155 -0.8231  0.109
10 N 4.6568 0.6001 0.6587  -0.892
11 N 3.4277 0.5268 0.8935  0.257
12 C -1.0341 0.3436 0.5410  -0.336
13 C -1.5240 -0.7733 -0.4357  0.228
14 O -1.9598 -0.5111 -1.5317  -0.721
15 N -1.6463 -1.9739 0.1680  0.027
16 C -2.0726 -3.1490 -0.5690  -0.279
17 C -0.8771 -3.9528 -1.1224  -0.462
18 C -0.8226 -5.2613 -0.3202  -0.542
19 C -1.6863 -5.0058 0.9143  -0.627
20 C -2.7994 -4.1109 0.3762  -0.906
21 C -1.6622 1.6394 0.0846  -0.860
22 C -2.7830 2.1298 0.7485  0.774
23 F -3.2222 1.4718 1.8451  -0.322
24 C -3.4628 3.2643 0.3536  -0.788
25 C -3.0168 3.9456 -0.7652  -0.428
26 C -1.9103 3.4926 -1.4577  -0.755
27 C -1.2427 2.3492 -1.0400  0.826
28 Cl 0.1246 1.8370 -1.9490  -0.179
29 H 1.9118 0.2269 4.7461  0.291
30 H 2.9080 0.9651 3.3940  0.271
31 H -0.1150 0.5176 3.4212  0.297
32 H 0.1463 2.2811 1.6350  0.333
33 H 1.8425 1.7940 1.4205  0.727
34 H 3.1512 -0.8884 -2.0639  0.453
35 H -1.4397 0.0918 1.5291  0.422
36 H -1.0939 -2.1568 0.9918  0.290
37 H -2.7162 -2.7741 -1.3669  0.538
38 H 0.0306 -3.3634 -1.0022  -0.003
39 H -1.0014 -4.1456 -2.1860  0.333
40 H -1.2563 -6.0753 -0.9029  0.260
41 H 0.1968 -5.5417 -0.0590  0.361
42 H -2.0658 -5.9267 1.3550  0.387
43 H -1.1108 -4.4773 1.6768  0.265
44 H -3.3393 -3.5781 1.1576  0.351
45 H -3.5118 -4.7097 -0.1914  0.353
46 H -4.3238 3.5901 0.9143  0.476
47 H -3.5356 4.8303 -1.0989  0.394
48 H -1.5584 4.0146 -2.3328  0.461

---

2.
This record from the OMol25 dataset describes a cluster of 2 separate species, C3H12NO2 in total in a non-equilibrium geometry. The level of theory is ωB97M-V with the def2-TZVPD basis set.

Results
- highest occupied orbital energy (Ha) = -0.5531
- energy relative to the best compared isomer or geometry (same formula, charge and spin) (kJ/mol) = 70.0
- E_LUMO (hartree) = -0.1163
- orbital gap (eV) = 11.886
- net charge = +1

Each line ends with the Mulliken charge.
CARTESIAN COORDINATES (ANGSTROEM)
1 C 0.3544 -0.5271 0.2314  -0.950
2 C 1.2800 0.6872 0.1010  0.582
3 C 2.7385 0.4147 -0.0149  -1.358
4 O 0.8323 1.2805 -1.1606  -0.642
5 N -1.0070 -0.1686 -0.2075  -0.185
6 H 0.7808 -1.4380 -0.2551  0.397
7 H 0.4142 -0.9070 1.2544  0.364
8 H 0.8274 1.3907 0.8334  0.308
9 H 3.0600 -0.3296 0.7367  0.344
10 H 3.3935 1.2478 0.2492  0.383
11 H 2.9872 0.0771 -1.0116  0.376
12 H 1.2197 2.1510 -1.3044  0.328
13 H -0.8392 0.5390 -0.9491  0.342
14 H -1.5736 0.2595 0.5384  0.345
15 H -1.6264 -0.9204 -0.5358  0.354
16 H -4.0694 -1.3322 1.2404  0.326
17 H -4.8103 -1.3392 -0.0560  0.324
18 O -3.9622 -1.0855 0.3102  -0.637

---

3.
This record from the OMol25 dataset describes an isolated molecule of C9H11FN2 in a non-equilibrium geometry. The level of theory is ωB97M-V with the def2-TZVPD basis set.

Results
- highest occupied orbital energy (Ha) = -0.2952
- energy relative to the best compared isomer or geometry (same formula, charge and spin) (kJ/mol) = 259.3
- SMILES = Cc1cccc2c1CN(F)N2C
- E_LUMO (hartree) = 0.0339
- orbital gap (eV) = 8.955

Each line ends with the Mulliken charge.
CARTESIAN COORDINATES (ANGSTROEM)
1 C 2.5184 -0.4904 -1.6808  -1.410
2 C 1.1208 -0.6562 -1.1588  0.357
3 C 0.4423 -1.8385 -1.4537  -0.806
4 C -0.7139 -2.1660 -0.7898  -0.317
5 C -1.3092 -1.4365 0.1932  -0.564
6 C -0.6907 -0.1592 0.4514  0.565
7 C 0.4208 0.2319 -0.3746  0.460
8 C 0.9450 1.5385 0.3658  -0.328
9 N 0.0373 1.9949 1.2892  -0.167
10 F -0.9316 2.8899 0.7820  -0.227
11 N -0.9864 0.6151 1.5855  -0.263
12 C -2.3044 1.0547 1.9719  -0.726
13 H 2.8969 -1.4312 -1.9353  0.428
14 H 2.6175 0.1761 -2.5650  0.280
15 H 3.1477 -0.0401 -0.8962  0.309
16 H 0.8775 -2.5568 -2.1226  0.379
17 H -1.1382 -3.1973 -1.1081  0.208
18 H -2.2393 -1.7140 0.7855  0.318
19 H 1.8826 1.2220 0.8622  0.284
20 H 1.2845 2.2413 -0.4251  0.373
21 H -2.5213 0.9904 3.1048  0.256
22 H -2.3456 2.1436 1.8483  0.248
23 H -3.0107 0.5877 1.2703  0.341

---

4.
This record from the OMol25 dataset describes a structure of composition C16H10BCo2NO6 in a non-equilibrium geometry. The level of theory is ωB97M-V with the def2-TZVPD basis set.

Results
- highest occupied orbital energy (Ha) = -0.2724
- energy relative to the best compared isomer or geometry (same formula, charge and spin) (kJ/mol) = 163.7
- E_LUMO (hartree) = -0.1325
- orbital gap (eV) = 3.807

Each line ends with the Mulliken charge.
CARTESIAN COORDINATES (ANGSTROEM)
1 O -1.2793 1.4702 12.5604  -0.237
2 C -0.6898 0.8242 11.8080  0.076
3 Co 0.0424 -0.4337 10.8087  0.123
4 C -0.8697 -0.1776 9.3191  0.212
5 O -1.5813 -0.2230 8.4153  -0.159
6 C 1.6395 0.1831 10.3552  0.309
7 O 2.7543 0.4059 10.1571  -0.230
8 C 0.2081 -2.2217 11.8417  -0.186
9 C -1.0746 -1.9650 11.4355  -0.384
10 C -2.3793 -1.6938 11.6803  -0.293
11 C -3.5439 -1.9148 10.8490  1.195
12 C -4.7145 -1.2111 11.2183  -0.574
13 C -5.8970 -1.3764 10.5222  -0.620
14 C -5.9690 -2.2810 9.4589  -0.458
15 C -4.8340 -3.0217 9.1200  -0.633
16 C -3.6295 -2.8581 9.8043  0.082
17 Co 0.3840 -3.4818 10.4461  0.265
18 C 2.0882 -3.2950 10.1105  0.228
19 O 3.2139 -3.1139 9.9108  -0.291
20 C -0.2760 -3.7388 8.8039  0.214
21 O -0.7829 -3.8271 7.7600  -0.266
22 C 0.1597 -4.9776 11.3521  0.131
23 O -0.1399 -5.8495 12.0552  -0.281
24 H 0.6749 -2.2450 12.8303  0.494
25 H -2.5691 -1.1839 12.6385  0.520
26 H -4.6573 -0.5635 12.0911  0.365
27 H -6.7766 -0.8062 10.8012  0.391
28 H -6.9027 -2.4191 8.9101  0.390
29 H -4.8849 -3.7478 8.3132  0.418
30 H -2.7735 -3.5116 9.6153  0.117
31 H -0.8562 2.0762 7.5165  -0.346
32 B -0.5863 2.8937 6.6320  0.097
33 H 0.0121 2.3521 5.7105  -0.153
34 H -1.6061 3.4419 6.2347  -0.154
35 C 0.3587 3.9596 7.2969  0.318
36 N 1.0580 4.7239 7.8381  -0.679

---

5.
This record from the OMol25 dataset describes a structure of composition C20H47CdNO2P3 in a non-equilibrium geometry. The level of theory is ωB97M-V with the def2-TZVPD basis set.

Results
- highest occupied orbital energy (Ha) = -0.3347
- energy relative to the best compared isomer or geometry (same formula, charge and spin) (kJ/mol) = 42.3
- E_LUMO (hartree) = -0.0834
- orbital gap (eV) = 6.837
- net charge = +1

Each line ends with the Mulliken charge.
CARTESIAN COORDINATES (ANGSTROEM)
1 Cd 0.3527 -0.6175 -0.0710  2.108
2 P 2.4962 0.7723 -0.4643  0.628
3 P -1.8656 -1.6649 -0.8920  0.622
4 N -0.0478 0.4789 -2.2266  -0.200
5 C 2.1672 1.7104 -2.0249  -0.734
6 H 2.4528 2.7761 -1.8866  0.291
7 H 2.7685 1.2967 -2.8689  0.396
8 C 0.6823 1.7420 -2.4354  -1.196
9 H 0.1523 2.5480 -1.9223  0.348
10 H 0.5877 2.0033 -3.4959  0.556
11 C -1.4544 0.5437 -2.6472  -1.203
12 H -1.4689 0.8486 -3.6997  0.555
13 H -1.9425 1.3743 -2.1327  0.352
14 C -2.2508 -0.7628 -2.4614  -0.746
15 H -2.0812 -1.4198 -3.3466  0.402
16 H -3.3186 -0.4544 -2.4608  0.289
17 C -3.2882 -1.2994 0.2335  0.894
18 C -2.9148 -1.6846 1.6692  -1.029
19 H -3.6694 -1.2898 2.3578  0.488
20 H -1.9416 -1.2918 1.9909  -0.187
21 H -2.8912 -2.7682 1.8183  0.333
22 C -1.8338 -3.4435 -1.3954  0.391
23 C -1.6527 -4.3394 -0.1626  -1.385
24 H -1.4039 -5.3552 -0.4935  0.473
25 H -2.5656 -4.4440 0.4329  0.277
26 H -0.8433 -4.0220 0.5092  0.185
27 C 4.0530 -0.1605 -0.8219  0.390
28 C 4.5298 -0.8931 0.4398  -1.382
29 H 5.3035 -1.6179 0.1573  0.474
30 H 3.7407 -1.4606 0.9555  0.172
31 H 5.0047 -0.2312 1.1706  0.282
32 C 2.7607 2.0735 0.8290  0.861
33 C 2.6789 1.4316 2.2188  -1.023
34 H 2.6341 2.2195 2.9787  0.489
35 H 3.5588 0.8227 2.4496  0.334
36 H 1.7960 0.7935 2.3561  -0.192
37 C 1.0362 -2.1069 1.3874  -0.230
38 C -3.0009 -3.9153 -2.2670  -1.416
39 H -3.9558 -3.9190 -1.7179  0.217
40 H -3.0921 -3.3054 -3.1765  0.291
41 H -2.7928 -4.9493 -2.5754  0.477
42 C 5.1856 0.6414 -1.4680  -1.402
43 H 5.9927 -0.0602 -1.7146  0.475
44 H 4.8543 1.1161 -2.4050  0.290
45 H 5.6016 1.4007 -0.7870  0.215
46 C 4.0275 2.9202 0.6641  -1.741
47 H 3.9521 3.7688 1.3658  0.467
48 H 4.9349 2.3520 0.9395  0.264
49 H 4.1194 3.3283 -0.3563  0.355
50 C -4.6334 -1.9008 -0.1867  -1.746
51 H -4.6666 -2.9897 -0.0022  0.264
52 H -5.4136 -1.4414 0.4442  0.472
53 H -4.8713 -1.6792 -1.2399  0.354
54 H -3.3587 -0.1957 0.1917  -0.007
55 H 1.8739 2.7249 0.7080  0.008
56 H -0.8903 -3.4968 -1.9718  0.530
57 H 3.6912 -0.9345 -1.5263  0.523
58 O 1.2542 -2.6746 2.3667  -0.296
59 H 0.3768 -0.2022 -2.6953  0.441
60 H 0.9798 -1.4883 -1.5755  -0.218
61 C -3.0661 2.2243 1.6860  -1.152
62 P -1.3271 2.0310 2.0024  1.224
63 C -0.5483 3.6277 1.9324  -1.145
64 C -1.1072 1.3485 3.6388  -1.147
65 O -0.7089 1.1084 0.9422  -1.916
66 H -3.6125 1.2911 1.8669  0.264
67 H -3.2337 2.6003 0.6671  0.338
68 H -3.4413 2.9645 2.4027  0.472
69 H -1.0862 4.2776 2.6334  0.472
70 H 0.4949 3.5805 2.2686  0.267
71 H -0.6286 4.0528 0.9216  0.338
72 H -1.6103 0.3875 3.7399  0.325
73 H -0.0518 1.2536 3.8920  0.323
74 H -1.5629 2.0441 4.3462  0.437

---

6.
This record from the OMol25 dataset describes a cluster of 6 separate species, C32H67FN8O in total in a non-equilibrium geometry. The level of theory is ωB97M-V with the def2-TZVPD basis set.

Results
- highest occupied orbital energy (Ha) = -0.6855
- energy relative to the best compared isomer or geometry (same formula, charge and spin) (kJ/mol) = 0.0
- E_LUMO (hartree) = -0.3013
- orbital gap (eV) = 10.455
- net charge = +4

Each line ends with the Mulliken charge.
CARTESIAN COORDINATES (ANGSTROEM)
1 F 0.5645 -0.0098 -1.0020  -0.665
2 C -3.1638 -5.4776 -4.6895  -1.079
3 C -1.6988 -5.2214 -4.4069  -0.504
4 N -1.5258 -3.9910 -3.5680  0.136
5 C -1.2019 -2.7038 -4.0028  -0.789
6 C -1.2680 -1.9266 -2.8945  -0.004
7 N -1.5272 -2.7035 -1.7979  0.287
8 C -1.6939 -3.9478 -2.2568  -0.066
9 C -1.6848 -2.2689 -0.4203  -0.885
10 H -3.7504 -5.6426 -3.7831  0.343
11 H -3.2435 -6.4363 -5.2081  0.382
12 H -3.6995 -4.7467 -5.2916  0.345
13 H -1.0637 -5.1204 -5.2814  0.355
14 H -1.2895 -6.0119 -3.7799  0.300
15 H -0.8933 -2.4851 -5.0083  0.476
16 H -1.0363 -0.8798 -2.7669  0.301
17 H -1.9786 -4.8183 -1.6862  0.461
18 H -1.9837 -1.2238 -0.4243  0.301
19 H -0.7985 -2.3961 0.1919  -0.015
20 H -2.5436 -2.8108 -0.0212  0.596
21 C 2.2904 6.9375 -0.3865  -1.147
22 C 2.9774 5.8081 -1.1521  -0.462
23 N 1.9797 4.7468 -1.4437  0.267
24 C 1.3323 3.9704 -0.4969  -0.827
25 C 0.5476 3.0755 -1.1497  -0.633
26 N 0.6859 3.3498 -2.4809  0.268
27 C 1.5447 4.3555 -2.6436  -0.062
28 C 0.0906 2.6301 -3.5970  -0.705
29 H 1.5273 7.3644 -1.0379  0.359
30 H 2.9770 7.7754 -0.2475  0.402
31 H 1.9304 6.6647 0.6007  0.350
32 H 3.7735 5.3179 -0.5942  0.270
33 H 3.3589 6.1273 -2.1189  0.388
34 H 1.5289 4.1641 0.5433  0.486
35 H -0.0023 2.2654 -0.7001  0.725
36 H 2.0453 4.6306 -3.5580  0.374
37 H -0.9817 2.8222 -3.6648  0.348
38 H 0.1975 1.5613 -3.4147  0.138
39 H 0.4830 2.9154 -4.5690  0.338
40 C 4.9306 0.6277 0.0926  -1.213
41 C 3.8052 1.2352 -0.6989  0.285
42 N 3.8918 0.7514 -2.0936  0.478
43 C 4.6304 1.3246 -3.0987  -0.422
44 C 4.3630 0.5983 -4.2246  -0.523
45 N 3.4675 -0.3779 -3.8912  0.219
46 C 3.2642 -0.3170 -2.5684  -0.555
47 C 2.8704 -1.3382 -4.8031  -0.841
48 H 4.8031 -0.4460 0.2551  0.253
49 H 4.9071 0.9039 1.1579  0.425
50 H 5.9376 0.9365 -0.1782  0.375
51 H 3.8486 2.3230 -0.7418  -0.096
52 H 2.7900 0.9743 -0.3905  -0.002
53 H 5.2279 2.2132 -2.9984  0.535
54 H 4.7323 0.7253 -5.2288  0.489
55 H 2.5082 -0.8585 -2.0180  0.488
56 H 3.5163 -1.4731 -5.6690  0.349
57 H 1.8804 -0.9824 -5.0731  0.296
58 H 2.9142 -2.3205 -4.3322  0.381
59 C -6.5659 4.8447 2.4314  -1.382
60 C -5.3324 4.3939 3.1650  -0.605
61 C -5.0679 2.8913 3.0312  -0.508
62 C -3.8447 2.4457 3.8472  -1.013
63 N -3.2387 1.1571 3.3330  0.643
64 C -2.2749 0.5922 4.3792  -0.857
65 C -1.1240 -0.0552 3.6309  -0.606
66 C -1.0717 0.6274 2.2697  0.883
67 C -2.4245 1.3572 2.0725  -0.988
68 C -4.2892 0.1003 3.1147  -1.139
69 H -6.5232 4.5517 1.3801  0.343
70 H -6.6819 5.9306 2.4505  0.388
71 H -7.5141 4.5260 2.8692  0.355
72 H -5.3646 4.6922 4.2179  0.362
73 H -4.4537 4.9249 2.7778  0.357
74 H -5.0178 2.6981 1.9542  0.357
75 H -5.9462 2.3580 3.4022  0.423
76 H -4.2241 2.1660 4.8282  0.502
77 H -3.1036 3.2400 3.8634  0.497
78 H -2.8930 -0.0468 4.9993  0.406
79 H -1.8706 1.4274 4.9514  0.367
80 H -1.2759 -1.1331 3.5492  0.133
81 H -0.1339 0.0449 4.0761  0.503
82 H -1.0645 -0.1583 1.5107  -0.868
83 H -0.2492 1.2676 1.9650  0.534
84 H -3.0290 0.9854 1.2452  0.407
85 H -2.3012 2.4146 1.8440  0.268
86 H -4.8988 0.4757 2.2954  0.423
87 H -4.8203 -0.1228 4.0320  0.364
88 H -3.8145 -0.7922 2.7058  0.399
89 C 3.5597 -3.7153 2.7271  -0.850
90 N 2.1059 -4.1449 2.5728  0.054
91 C 1.9272 -5.5889 2.9393  -0.833
92 C 1.2937 -3.2836 3.4834  -1.071
93 C 1.6828 -3.9602 1.1347  -1.027
94 C 2.0262 -2.6327 0.4321  -0.210
95 O 1.3906 -1.5205 1.0401  -0.160
96 H 3.6781 -2.6458 2.5937  0.320
97 H 4.1237 -4.1469 1.8981  0.398
98 H 3.8435 -4.1971 3.6570  0.385
99 H 2.5463 -6.2427 2.3301  0.400
100 H 0.8607 -5.7610 2.8260  0.379
101 H 2.2504 -5.7464 3.9673  0.386
102 H 0.2466 -3.5702 3.3901  0.370
103 H 1.4790 -2.2529 3.2055  0.411
104 H 1.5546 -3.4607 4.5259  0.473
105 H 0.6054 -4.1299 1.1350  0.374
106 H 2.1817 -4.7514 0.5733  0.464
107 H 1.7479 -2.7517 -0.6197  0.205
108 H 3.1144 -2.4924 0.4575  0.597
109 H 1.1006 -0.9689 0.2506  -0.085